C41H57BrHgI2N7O2PS2Sb | ωB97M-V/def2-TZVPD

XYZ file:
```
115
Properties=species:S:1:pos:R:3:mulliken_spin:R:1
Hg 0.14 0.38 0.04 -0.0442
I 1.92 2.90 1.79 0.0026
I -0.05 3.86 3.79 0.0018
Sb -1.18 0.50 -3.47 -0.0026
Br -4.58 5.87 -1.26 0.0000
S 4.03 3.16 -2.33 0.0023
S 4.70 2.64 0.88 0.0047
P -2.87 -1.37 1.10 0.0037
O 4.85 1.94 2.12 0.0007
O 4.88 4.08 0.87 0.0001
N 8.97 0.25 -2.47 -0.0001
N 3.25 2.24 0.21 -0.0113
N 1.79 -0.72 1.56 0.2870
N 2.69 -1.37 0.86 0.3743
N -1.82 -0.53 0.38 0.0075
N 1.66 3.08 -1.34 -0.0011
N -1.42 2.64 -0.12 -0.0022
C 1.80 -0.26 -1.18 0.1083
C 6.94 0.03 -1.16 0.0030
C -3.58 3.22 -0.99 0.0008
C -3.47 -2.80 -0.05 -0.0008
C 1.03 -0.09 3.73 0.0854
C -2.31 -3.81 -0.08 0.0008
C -0.71 -1.59 -3.40 -0.0007
C 1.12 -0.12 5.11 -0.0516
C -1.18 3.93 0.08 -0.0001
C 5.91 1.97 -0.22 -0.0099
C 2.07 -0.91 5.74 0.1209
C 6.86 2.78 -0.80 -0.0007
C 3.16 -0.54 -3.20 0.1716
C -2.35 -2.20 2.74 -0.0168
C -2.28 -1.06 3.78 0.0031
C 3.72 -1.77 -1.22 0.0952
C 3.95 -1.49 -2.55 -0.0788
C 2.69 -1.13 -0.49 -0.0333
C -5.14 -0.03 0.18 0.0002
C -0.53 0.64 -5.54 -0.0003
C -3.21 -3.33 3.30 0.0006
C -3.98 0.99 2.12 0.0001
C -0.90 -2.69 2.55 0.0356
C 1.91 -0.83 2.93 -0.1523
C 2.94 -1.66 4.96 -0.0655
C 2.71 3.71 -3.29 0.0001
C 2.88 -1.63 3.57 0.1680
C -3.57 -2.22 -1.48 0.0000
C 5.95 0.59 -0.39 0.0162
C -2.09 4.94 -0.24 0.0004
C -3.30 4.55 -0.78 -0.0003
C 7.86 2.21 -1.58 -0.0004
C -5.52 -0.98 2.44 0.0004
C -4.46 -0.35 1.52 0.0000
C -4.77 -3.54 0.29 -0.0003
C 1.56 3.59 -2.61 -0.0003
C -3.26 0.28 -4.06 0.0000
C 2.10 0.05 -2.50 -0.0619
C 7.92 0.83 -1.76 0.0010
C 2.89 2.80 -1.02 0.0063
C -2.59 2.30 -0.64 0.0005
H -5.64 -2.90 0.21 0.0000
H -4.41 0.25 -0.57 0.0000
H -3.94 0.97 3.20 0.0000
H -4.26 -3.05 3.39 -0.0003
H -2.84 -1.42 -1.58 -0.0001
H -2.43 -4.49 -0.94 -0.0001
H -5.71 -0.88 -0.20 0.0000
H -3.89 0.12 -3.18 -0.0001
H -2.28 -4.42 0.82 0.0000
H -5.85 -1.95 2.09 0.0000
H -5.15 -1.09 3.46 0.0000
H 6.79 3.85 -0.66 -0.0003
H 9.41 0.84 -3.15 0.0000
H -0.34 -1.99 1.94 -0.0200
H -0.40 -2.76 3.51 0.0046
H 0.44 0.49 5.69 -0.0027
H -0.66 -1.92 -2.36 -0.0031
H 0.55 0.50 -5.58 0.0005
H 8.78 -0.67 -2.82 0.0000
H 0.57 3.84 -2.97 -0.0001
H 3.36 -0.26 -4.23 0.0158
H 3.70 -2.28 5.44 -0.0039
H 3.56 -2.21 2.96 0.0264
H -6.39 -0.32 2.48 -0.0001
H -3.38 -0.56 -4.74 0.0000
H -1.85 5.97 -0.05 0.0000
H -5.84 0.81 0.30 0.0000
H 2.88 4.09 -4.29 0.0001
H 4.34 -2.48 -0.67 -0.0031
H 5.18 -0.04 0.07 -0.0109
H -3.59 1.20 -4.55 0.0001
H 8.62 2.84 -2.04 0.0001
H -0.22 4.18 0.53 0.0003
H -2.75 1.23 -0.75 -0.0007
H 0.27 -1.73 -3.85 0.0033
H -0.85 -3.67 2.07 -0.0009
H 0.28 0.53 3.24 0.0217
H -3.27 -0.79 4.16 -0.0016
H -4.91 -4.36 -0.43 0.0000
H 4.74 -2.00 -3.09 -0.0027
H -3.15 -4.23 2.69 0.0005
H -4.65 1.81 1.82 0.0000
H -1.83 -0.17 3.35 0.0018
H -1.36 -3.29 -0.19 0.0002
H 1.50 0.78 -3.04 -0.0106
H 6.97 -1.05 -1.31 -0.0026
H -4.56 -1.83 -1.70 0.0000
H -1.46 -2.18 -3.94 0.0009
H -2.85 -3.58 4.30 -0.0003
H -3.34 -2.99 -2.22 -0.0001
H -4.53 2.89 -1.39 0.0001
H 2.14 -0.94 6.82 0.0139
H -0.77 1.62 -5.95 0.0001
H -2.98 1.23 1.75 0.0001
H -1.01 -0.14 -6.13 0.0001
H -4.75 -3.98 1.29 -0.0001
H -1.66 -1.37 4.62 0.0059
```

Computed properties:
- Total charge: -2
- HOMO energy (spin up / spin down): -0.37 / -2.27 eV
- 2S+1: 2
- <S²>: 0.777
- LUMO energy (spin up / spin down): 3.586 / 3.586 eV


C41H57CaN4O9SSe | ωB97M-V/def2-TZVPD

XYZ file:
```
114
Properties=species:S:1:pos:R:3:lowdin_charge:R:1
Se -1.62 0.49 0.89 1.1415
Ca -1.00 -0.32 -2.80 1.3087
S 1.17 -0.96 -4.86 0.6161
O -2.09 -3.86 -5.15 -0.0302
O -0.56 -2.33 1.08 -0.0173
O -0.78 3.02 -1.33 -0.0843
O 0.67 0.89 -1.81 -0.2557
O -1.57 4.00 -0.97 -0.0382
O -3.40 -1.58 0.36 0.0167
O -2.05 -1.87 -4.14 -0.1853
O -2.99 0.56 -1.93 -0.1831
O -2.34 1.29 -3.93 -0.1039
N 0.35 -2.32 -6.97 0.0171
N -0.31 -2.75 -2.17 -0.0401
N -2.39 -1.23 -0.07 -0.1923
N -0.84 -0.39 -6.53 0.0327
C -0.01 -0.33 4.61 -0.1420
C 2.25 -1.06 -0.04 -0.0393
C -0.73 0.25 3.58 -0.0759
C 0.14 -1.24 -6.18 -0.8418
C 0.76 -4.57 4.28 -0.0489
C -0.32 -1.74 2.15 -0.3730
C 1.61 5.73 2.35 -0.0636
C 1.02 -4.44 1.82 -0.0580
C 0.16 0.33 5.97 -0.5490
C 3.58 0.17 -1.79 -0.0392
C -0.56 1.67 6.06 -0.0565
C 4.33 0.12 0.58 -0.0753
C 3.09 0.19 -0.33 -0.5222
C -1.94 -0.81 -7.40 -0.1674
C 0.59 -1.60 4.38 0.0096
C 2.10 4.29 2.51 -0.5534
C 1.65 0.55 6.24 -0.0344
C 0.47 -2.32 3.23 -0.0691
C -7.18 2.57 -3.78 -0.1060
C -1.73 -3.09 -4.26 -0.6990
C -5.62 1.39 -2.38 -0.0179
C -0.65 -2.86 -7.87 -0.1777
C -0.87 -0.40 2.36 -0.4400
C 0.66 3.70 0.49 0.0237
C 1.21 -3.66 3.13 -0.5282
C 3.60 4.34 2.80 -0.0632
C -0.75 -3.68 -3.22 -0.1812
C 2.24 1.43 -0.07 -0.0843
C 2.54 2.31 0.96 0.0138
C -0.42 -0.60 7.05 -0.0439
C 2.72 -3.38 3.28 -0.0387
C -3.21 1.13 -3.04 -0.6206
C 0.35 2.83 -0.54 -0.2144
C -6.90 1.86 -2.63 -0.0893
C -1.41 -1.70 -8.50 -0.1685
C -4.88 2.36 -4.45 -0.0211
C 1.38 3.66 3.71 -0.0588
C -6.16 2.83 -4.70 -0.0913
C -4.60 1.64 -3.30 -0.1206
C 1.78 3.45 1.27 -0.1815
C 1.08 1.67 -0.87 -0.3577
H 2.74 0.18 -2.48 0.0451
H 0.11 -4.02 -3.79 0.1051
H -0.15 -3.45 -8.63 0.1152
H -0.76 -2.96 -1.28 0.0492
H -2.40 0.09 -7.81 0.1187
H 0.68 -2.85 -2.01 0.0653
H 1.94 -1.08 1.01 0.0742
H 4.15 4.68 1.92 0.0912
H 1.05 -2.94 -6.60 0.1108
H 2.09 1.21 5.49 0.0740
H -1.19 1.22 3.69 0.0957
H 3.28 -4.32 3.22 0.0852
H -1.34 -3.50 -7.32 0.1006
H 4.20 1.05 -1.98 0.0894
H -0.15 2.39 5.34 0.0519
H 4.19 -0.72 -1.97 0.0816
H 1.70 2.62 3.84 0.0684
H 0.52 5.79 2.24 0.0742
H 3.99 3.36 3.08 0.0718
H 4.90 -0.78 0.33 0.0805
H -0.31 -0.13 8.03 0.0835
H 2.95 -2.90 4.23 0.0762
H -6.37 3.39 -5.60 0.0947
H -0.31 -4.78 4.20 0.0914
H 1.59 4.21 4.64 0.0876
H 2.06 6.20 1.46 0.0920
H 0.08 -1.56 7.08 0.0754
H -7.70 1.66 -1.91 0.0953
H 1.29 -5.52 4.23 0.0827
H -2.25 -2.09 -9.09 0.1137
H 3.41 2.10 1.56 0.0835
H 1.34 -1.06 -0.65 0.0587
H 0.94 -4.13 5.26 0.0712
H 4.05 0.06 1.63 0.0773
H -4.07 2.55 -5.15 0.1125
H -0.02 -4.69 1.65 0.0849
H 2.83 -1.97 -0.25 0.0886
H -1.49 -0.77 6.88 0.0918
H -5.38 0.84 -1.49 0.1124
H 1.89 6.32 3.22 0.0781
H 3.07 -2.73 2.47 0.0772
H 1.38 -3.88 0.96 0.0724
H 0.30 3.66 3.55 0.0849
H 2.21 -0.38 6.24 0.0772
H -0.75 -1.14 -9.16 0.1150
H -1.63 1.57 5.88 0.0911
H -8.18 2.94 -3.97 0.0927
H 1.17 -2.01 5.19 0.0991
H 4.98 0.98 0.43 0.0850
H -1.23 -4.57 -2.81 0.1124
H 1.79 1.02 7.22 0.0866
H 0.01 4.54 0.66 0.1055
H -0.42 2.09 7.05 0.0875
H 1.60 -5.36 1.90 0.0832
H -1.14 0.21 -5.78 0.0941
H -2.69 -1.33 -6.80 0.1223
H 3.80 5.03 3.62 0.0777
```

Computed properties:
- Total charge: -1
- HOMO energy (spin up / spin down): -4.50 / -4.66 eV
- 2S+1: 1
- LUMO energy (spin up / spin down): 0.146 / 1.986 eV


Values for relative energy (zero: lowest compared OMol25 entry of this formula, charge and spin), kJ/mol, ordered as above
163.0; 3.6